# 1
{"formula": "C22H39BeN5O5", "method": "wB97M-V/def2-TZVPD", "symbols": ["Be", "C", "C", "C", "O", "H", "H", "H", "H", "H", "H", "H", "C", "C", "C", "O", "H", "H", "H", "H", "H", "H", "H", "O", "C", "N", "C", "H", "H", "H", "H", "H", "O", "C", "N", "C", "H", "H", "H", "H", "H", "O", "C", "N", "C", "H", "H", "H", "H", "H", "N", "C", "C", "C", "C", "C", "H", "H", "H", "H", "H", "N", "C", "C", "C", "C", "C", "H", "H", "H", "H", "H"], "xyz": [[0.4876, 0.3568, 0.2071], [2.9283, 3.9819, 2.1282], [2.2662, 2.9900, 1.1561], [3.3576, 2.4860, 0.0235], [1.8409, 1.7736, 1.8032], [2.6904, 4.9827, 1.7677], [4.0146, 3.9483, 2.0456], [2.5304, 3.9693, 3.1430], [1.4978, 3.5337, 0.6063], [4.0012, 1.6397, 0.2637], [4.0718, 3.2922, -0.1441], [2.8385, 1.9512, -0.7719], [-2.5990, -3.2443, -1.4055], [-2.0612, -1.8362, -1.8686], [-3.2885, -0.9796, -2.3270], [-1.1746, -1.2325, -0.8972], [-1.7863, -3.9542, -1.2514], [-3.3277, -3.5960, -2.1359], [-3.2167, -3.1197, -0.5162], [-1.4586, -1.9585, -2.7687], [-3.0505, 0.0430, -2.6198], [-4.0467, -0.8618, -1.5528], [-3.8117, -1.3593, -3.2046], [0.6094, 1.2723, -2.1659], [1.0122, 0.9527, -3.2708], [0.7679, -0.2585, -3.8116], [1.9651, 1.7932, -3.9976], [1.3578, -0.6191, -4.5478], [0.2505, -0.9151, -3.2447], [2.0560, 2.8270, -3.6642], [1.7151, 1.6761, -5.0521], [2.9878, 1.4309, -3.8939], [2.4981, -0.9109, -0.7666], [2.4809, -2.0646, -1.2290], [1.3762, -2.7363, -1.6126], [3.8257, -2.7767, -1.5007], [0.4701, -2.3884, -1.3331], [1.4271, -3.7315, -1.4482], [4.2729, -2.4412, -2.4364], [3.8742, -3.8543, -1.3439], [4.5571, -2.3067, -0.8433], [-1.1602, 0.1287, 2.3427], [-2.3485, -0.2904, 2.4030], [-2.9036, -1.0484, 1.4496], [-3.3237, 0.0710, 3.5275], [-2.2173, -1.2499, 0.7366], [-3.8431, -1.3420, 1.2232], [-3.3199, 1.1591, 3.5923], [-2.9506, -0.2074, 4.5131], [-4.3169, -0.3203, 3.3075], [0.8726, -1.8639, 1.8065], [0.0916, -2.9795, 1.8706], [0.2866, -3.9690, 2.8713], [1.3858, -3.7508, 3.6954], [2.2578, -2.6945, 3.5965], [1.9825, -1.7163, 2.6082], [-0.6722, -3.1194, 1.1199], [-0.3925, -4.8038, 2.9631], [1.5257, -4.5052, 4.4554], [3.1835, -2.7255, 4.1520], [2.6760, -0.9054, 2.4409], [-1.2530, 2.2922, 0.1063], [-2.0899, 2.4596, -0.9844], [-3.0258, 3.4867, -1.1918], [-3.2829, 4.3185, -0.0982], [-2.5543, 4.1498, 1.0865], [-1.5527, 3.1599, 1.1347], [-1.9627, 1.7617, -1.7988], [-3.4851, 3.6585, -2.1541], [-3.9920, 5.1196, -0.2463], [-2.8916, 4.7217, 1.9382], [-0.9318, 3.2490, 2.0138]], "forces_ev_per_a": [[-0.1, 0.6, 1.0], [-0.3, 0.5, -0.8], [2.1, -3.4, -0.5], [-0.8, 0.4, 1.5], [-1.6, 0.2, -1.9], [-0.1, 0.3, -0.1], [0.0, -0.4, 0.6], [0.3, -0.5, 0.0], [-0.5, -0.2, -0.1], [0.0, 0.0, 1.5], [-0.3, 0.2, -1.1], [-0.3, 1.1, -0.8], [0.0, 1.4, -0.5], [0.3, 0.7, 0.8], [0.2, 0.4, 0.3], [-0.5, -0.5, 0.0], [-0.2, -0.1, 0.1], [0.3, -0.3, -0.3], [0.4, 0.0, 0.4], [0.0, -0.5, -0.5], [0.5, 0.0, 0.1], [0.0, -0.2, 0.3], [0.2, -0.6, 0.0], [-0.7, 0.2, 1.0], [0.9, -0.8, 1.4], [-0.3, -0.3, -0.2], [0.9, 0.6, -1.3], [-0.3, 0.1, 0.1], [0.0, 0.0, 0.1], [-0.7, -0.1, -0.1], [0.2, 0.6, -0.2], [0.0, -0.5, 0.2], [-0.8, -0.8, -0.5], [1.1, 0.8, 0.2], [0.0, -0.8, 0.4], [0.3, 1.2, 0.8], [-0.7, 1.0, 0.4], [0.2, -0.1, -0.5], [-0.6, -0.5, -0.5], [-0.3, 0.1, -0.3], [-0.2, -0.2, 0.6], [-2.2, -0.9, -0.1], [0.4, 1.0, 0.7], [1.2, -0.5, -0.8], [1.0, 0.6, -0.2], [0.3, -0.1, -1.2], [0.1, 0.5, 0.9], [-0.3, 0.1, -0.2], [0.0, -0.5, -0.1], [0.1, 0.1, 0.3], [1.0, -0.1, -0.3], [1.3, 0.2, 1.4], [0.4, 2.2, -1.2], [-0.9, -1.4, 0.7], [-0.2, 0.8, -1.6], [-1.5, -2.0, 0.1], [-0.2, 0.5, -0.1], [0.2, -0.1, 0.0], [0.4, 0.0, 0.2], [-0.1, 0.4, 0.2], [-0.4, 0.4, -0.2], [-2.2, 1.4, 0.0], [1.0, 0.0, 0.3], [0.9, -0.2, 1.7], [0.6, -0.3, -0.5], [-0.8, -0.9, -1.3], [0.1, 0.4, -0.9], [0.4, -0.2, 0.1], [-0.1, -0.3, 0.0], [-0.2, 0.1, 0.4], [0.7, 0.1, 0.2], [0.4, -1.0, 0.0]], "lowdin_charge": [0.92, -0.09, -0.53, -0.07, -0.31, 0.06, 0.06, 0.07, 0.09, 0.05, 0.05, 0.02, -0.06, -0.54, -0.07, -0.37, 0.06, 0.07, 0.05, 0.09, 0.05, 0.06, 0.07, 0.00, -0.59, 0.19, -0.01, 0.11, 0.07, 0.10, 0.08, 0.10, -0.01, -0.54, 0.18, 0.00, 0.04, 0.11, 0.08, 0.08, 0.08, -0.04, -0.55, 0.18, 0.00, 0.03, 0.11, 0.08, 0.08, 0.07, 0.05, -0.12, -0.05, -0.11, -0.06, -0.08, 0.08, 0.10, 0.10, 0.10, 0.10, 0.08, -0.12, -0.06, -0.08, -0.06, -0.11, 0.07, 0.10, 0.10, 0.10, 0.11], "gap_ev": 7.3, "de_lowest_ev": 0.0000, "total_charge": 0, "lumo_ev": 0.4, "total_energy_ev": -41532.7810, "e_homo_ev": -6.913}

# 2
{"formula": "C22H39BiN5S6Si2", "method": "wB97M-V/def2-TZVPD", "symbols": ["Bi", "C", "Si", "C", "C", "C", "C", "C", "C", "C", "C", "N", "Si", "C", "C", "C", "H", "H", "H", "H", "H", "H", "H", "H", "H", "H", "H", "H", "H", "H", "H", "H", "H", "H", "H", "H", "H", "H", "S", "S", "S", "S", "C", "C", "C", "C", "N", "C", "S", "N", "H", "H", "H", "H", "H", "C", "N", "C", "C", "S", "N", "C", "C", "H", "H", "H", "H", "H", "H", "H", "H", "H", "H", "H", "H"], "xyz": [[0.4154, -0.4008, -1.1864], [-3.9667, -0.1516, -0.7570], [-3.1630, -1.2311, 0.5300], [-4.4519, -1.3657, 1.9180], [-3.1406, -3.0158, -0.1243], [-1.5519, -0.5305, 1.0323], [-1.6768, 0.8903, 0.8386], [-2.1928, 1.8019, 1.7765], [-2.3360, 3.1298, 1.4520], [-1.9552, 3.5247, 0.1767], [-1.4119, 2.5790, -0.6668], [-1.2739, 1.3123, -0.3650], [-0.9087, -1.0319, 2.6759], [-0.2016, -2.8121, 2.6609], [0.4644, 0.1720, 3.1674], [-1.9761, -0.9912, 4.2599], [-4.8873, -0.6414, -1.1514], [-3.2701, -0.0334, -1.5475], [-4.2323, 0.8008, -0.3010], [-5.4149, -1.5898, 1.4855], [-4.5360, -0.4251, 2.4411], [-4.2406, -2.1281, 2.6313], [-4.1880, -3.3490, -0.1782], [-2.6786, -3.7469, 0.5365], [-2.7234, -3.1790, -1.1254], [-2.5135, 1.4467, 2.7504], [-2.7427, 3.8468, 2.1565], [-2.0305, 4.5752, -0.1340], [-1.1445, 2.8733, -1.6766], [0.6128, -2.9457, 1.9552], [-0.9146, -3.6000, 2.5677], [0.2000, -2.9612, 3.6396], [1.2608, 0.2206, 2.4336], [0.8282, -0.0703, 4.1523], [0.0891, 1.2062, 3.1818], [-2.7379, -1.7606, 4.3241], [-2.4298, -0.0261, 4.5055], [-1.2438, -1.1844, 5.0585], [1.0359, 1.7157, -2.8027], [0.3877, 0.8463, -4.5784], [-1.4836, 0.2621, -4.1833], [-1.1616, -1.3834, -2.9412], [2.0544, -6.5364, -3.2576], [1.5488, -5.2984, -2.5696], [0.5070, -5.3852, -1.6479], [0.1614, -4.1903, -1.0307], [0.7881, -3.0509, -1.2849], [1.7500, -3.0541, -2.2208], [2.4301, -1.5519, -2.6284], [2.1488, -4.1717, -2.8764], [1.3302, -7.3374, -3.1992], [2.9689, -6.8664, -2.7409], [2.3117, -6.3363, -4.2849], [0.0017, -6.3297, -1.4331], [-0.6607, -4.1287, -0.3465], [1.2621, 3.5218, 1.2274], [2.2479, 3.8778, 0.2015], [2.4673, 5.3132, 0.1226], [3.0914, 2.9197, -0.2574], [3.1576, 1.3718, 0.3847], [3.9927, 3.3028, -1.1854], [3.5970, 4.0730, -2.3722], [5.1175, 2.4150, -1.4483], [0.5603, 4.3416, 1.3320], [1.7709, 3.3849, 2.1941], [0.7102, 2.5913, 0.9377], [2.7267, 5.6672, 1.0984], [1.5353, 5.8131, -0.1814], [3.2438, 5.5746, -0.5801], [2.5347, 4.2370, -2.3011], [3.7872, 3.5194, -3.2913], [4.1560, 5.0624, -2.3954], [5.6315, 2.1803, -0.5007], [5.7836, 2.9415, -2.1339], [4.7725, 1.4806, -1.9195]], "forces_ev_per_a": [[0.2, 0.1, 0.4], [-1.2, -0.7, 0.5], [-0.1, -1.1, -0.1], [0.3, 0.5, -0.6], [-0.4, -0.3, -0.3], [-0.3, -0.8, 0.7], [0.3, -0.4, 0.5], [-0.1, 0.3, 0.4], [0.1, -0.1, -0.1], [0.1, 0.9, -0.1], [-0.6, 1.6, -1.1], [0.1, 0.1, -0.2], [0.2, -0.2, -0.1], [0.1, 1.2, 0.0], [-0.5, 0.3, -0.6], [0.4, 0.0, 0.2], [0.5, 0.3, 0.2], [0.5, 0.4, -0.9], [0.0, 0.2, -0.2], [-0.5, -0.1, -0.3], [-0.1, 0.4, 0.3], [0.3, -0.7, 0.6], [0.0, 0.1, -0.1], [0.3, 0.1, 0.3], [0.0, 0.3, 0.2], [0.1, -0.1, -0.1], [0.0, -0.1, 0.0], [0.0, -0.6, 0.0], [0.2, -0.1, 0.1], [0.0, 0.0, -0.3], [-0.8, -0.5, -0.5], [0.6, -0.1, 0.9], [0.4, -0.3, 0.0], [0.4, -0.1, 0.4], [-0.1, -0.2, 0.2], [-0.2, -0.1, 0.0], [0.0, 0.0, -0.2], [-0.2, 0.0, 0.0], [-0.2, -0.3, -0.2], [0.6, 0.4, -0.2], [-0.4, -0.2, 0.4], [-0.2, 0.1, -0.2], [0.3, 0.0, 0.6], [-0.1, -0.7, -0.2], [-0.2, 0.3, 0.3], [0.1, -0.6, -0.3], [-0.3, -0.1, 0.1], [0.3, -0.6, -0.5], [0.4, 0.4, -0.1], [0.1, 0.6, 0.2], [-0.2, -0.2, 0.0], [-0.2, 0.0, -0.2], [0.1, 0.1, -0.3], [0.1, 0.4, -0.1], [-0.2, 0.0, 0.4], [0.1, -0.8, -0.2], [-0.8, -0.3, 0.1], [-0.4, -0.3, -0.7], [0.0, 0.1, 0.8], [-0.3, 0.0, 0.3], [0.8, 0.1, -1.3], [0.6, 1.1, 0.6], [0.0, -0.2, 0.1], [-0.1, 0.1, -0.1], [-0.2, -0.2, -0.2], [0.6, 0.8, 0.4], [0.3, 0.4, 0.7], [0.2, -0.1, 0.0], [0.1, 0.0, 0.0], [-0.3, 0.3, -0.2], [0.1, -0.1, 0.1], [-0.6, -1.0, -0.2], [-0.2, 0.0, -0.5], [0.1, 0.0, 0.1], [0.2, 0.2, 0.2]], "lowdin_charge": [1.13, -0.17, 0.40, -0.18, -0.19, -0.44, -0.50, -0.05, -0.08, -0.10, -0.20, -0.07, 0.44, -0.17, -0.17, -0.19, 0.05, -0.04, 0.03, 0.02, 0.02, 0.00, 0.02, 0.01, -0.01, 0.10, 0.10, 0.10, 0.06, 0.02, 0.01, 0.00, -0.01, 0.02, 0.02, 0.01, 0.02, 0.02, -0.10, -0.13, -0.10, -0.02, -0.04, -0.36, -0.02, -0.14, -0.11, -0.90, 0.47, 0.10, 0.06, 0.09, 0.07, 0.10, 0.08, -0.10, -0.19, -0.05, -0.82, 0.64, -0.23, -0.10, -0.13, 0.07, 0.09, 0.06, 0.08, 0.10, 0.06, 0.05, 0.08, 0.10, 0.07, 0.08, 0.08], "gap_ev": 6.5, "de_lowest_ev": 0.3323, "total_charge": -1, "lumo_ev": 2.4, "total_energy_ev": -117509.5469, "e_homo_ev": -4.051}

# 3
{"formula": "C22H39Br24FN3O4", "method": "wB97M-V/def2-TZVPD", "symbols": ["C", "C", "C", "N", "C", "N", "F", "N", "C", "C", "C", "C", "C", "O", "C", "C", "O", "C", "O", "C", "C", "O", "H", "H", "H", "H", "H", "H", "H", "H", "H", "H", "H", "H", "H", "H", "H", "H", "H", "H", "H", "H", "H", "H", "H", "H", "H", "H", "H", "H", "H", "H", "H", "C", "Br", "Br", "Br", "H", "C", "Br", "Br", "Br", "H", "C", "Br", "Br", "Br", "H", "C", "Br", "Br", "Br", "H", "C", "Br", "Br", "Br", "H", "C", "Br", "Br", "Br", "H", "C", "Br", "Br", "Br", "H", "C", "Br", "Br", "Br", "H"], "xyz": [[1.1983, 4.5072, -4.9982], [1.0635, 3.9607, -3.5410], [1.7929, 2.6257, -3.4699], [1.6073, 1.8953, -2.1636], [0.5383, 1.0268, -2.0249], [-0.5732, 1.2491, -2.8885], [-0.5340, 0.3106, -3.9084], [0.5084, 0.0613, -1.1112], [-0.5990, -0.9106, -0.9875], [-0.4611, -2.1122, -1.9649], [-1.8258, -2.5154, -2.5435], [-1.8949, -4.0125, -2.9328], [-3.2913, -4.3899, -3.4386], [-3.3351, -4.1658, -4.8496], [-4.5831, -3.6411, -5.2915], [1.5954, -0.1259, -0.1491], [1.0550, -0.2218, 1.1522], [1.7143, 0.5730, 2.1327], [1.4193, 1.9425, 1.9738], [0.0988, 2.2936, 2.4337], [0.1190, 2.7397, 3.8901], [-0.0119, 1.6522, 4.8143], [2.0988, 5.1277, -5.0656], [1.3776, 3.6217, -5.6231], [0.3080, 5.0486, -5.3249], [1.4394, 4.6636, -2.7995], [-0.0133, 3.8581, -3.3497], [2.8711, 2.8498, -3.4924], [1.5985, 1.9740, -4.3279], [2.4822, 1.4064, -1.9733], [-1.4750, 1.1902, -2.4242], [-1.5652, -0.4100, -1.0979], [-0.5612, -1.3088, 0.0315], [0.0229, -2.9583, -1.4624], [0.2056, -1.8131, -2.7870], [-2.6104, -2.3526, -1.7873], [-2.0723, -1.9325, -3.4419], [-1.1546, -4.2305, -3.7145], [-1.6681, -4.5897, -2.0231], [-4.0689, -3.7870, -2.9457], [-3.4946, -5.4518, -3.2278], [-5.4001, -4.3317, -5.0322], [-4.7924, -2.6680, -4.8182], [-4.5287, -3.5284, -6.3775], [2.1055, -1.0723, -0.3834], [2.3133, 0.6969, -0.1789], [2.8084, 0.4546, 2.0802], [1.3923, 0.2196, 3.1209], [-0.6085, 1.4678, 2.2795], [-0.2473, 3.1401, 1.8238], [-0.6919, 3.4634, 4.0633], [1.0821, 3.2243, 4.1030], [-0.8815, 1.2502, 4.6663], [1.5558, -0.6012, 6.3777], [-0.1865, -1.2523, 5.8628], [1.9517, -1.0016, 8.2156], [2.9109, -1.2456, 5.1748], [1.5428, 0.4756, 6.2774], [6.3366, 1.7024, 2.7518], [6.0833, 0.8235, 1.0553], [4.9843, 3.0371, 3.0222], [6.3599, 0.4479, 4.2048], [7.2887, 2.2147, 2.7226], [0.6317, 7.5813, -1.5343], [-1.1214, 7.0649, -2.1388], [1.2093, 6.5173, -0.0367], [1.9123, 7.5245, -2.9685], [0.5682, 8.6068, -1.1974], [-3.5994, 1.4271, 5.0690], [-3.3480, 3.3146, 5.3344], [-2.4399, 0.7545, 3.6758], [-3.3921, 0.4364, 6.7029], [-4.6142, 1.2813, 4.7254], [4.9473, -3.5882, 0.7502], [4.7729, -4.2710, -1.0399], [3.5539, -2.3120, 1.1442], [4.9955, -4.9888, 2.0606], [5.8882, -3.0569, 0.8045], [-7.3057, -6.9156, -3.9337], [-6.8429, -6.2365, -2.1909], [-8.0205, -5.5280, -5.0585], [-5.8118, -7.7946, -4.7668], [-8.0837, -7.6532, -3.7947], [-3.2377, -0.4717, 10.5951], [-4.9619, -1.1683, 10.0990], [-2.8385, -0.8022, 12.4456], [-1.8500, -1.1440, 9.4385], [-3.2743, 0.6006, 10.4594], [4.2732, 0.1462, -3.8683], [4.9092, 0.8942, -2.2083], [5.6871, -0.6508, -4.8838], [2.8266, -1.0931, -3.5385], [3.8664, 0.9599, -4.4537]], "forces_ev_per_a": [[0.7, -0.6, 0.9], [-0.9, 0.1, -0.9], [0.2, 0.5, 0.8], [-1.2, -2.0, -1.2], [1.0, 0.2, 0.6], [0.4, 1.1, 0.5], [-0.1, -0.3, -0.1], [-0.3, 1.3, -0.4], [0.0, -0.8, -0.1], [0.0, 0.6, -0.4], [0.0, -0.8, -0.1], [-0.3, 0.5, 0.4], [0.3, -0.2, -0.4], [-0.2, 0.4, 0.3], [0.1, -0.4, 0.2], [0.4, -0.2, 0.7], [0.1, -0.1, -0.2], [0.1, 0.7, 0.5], [-0.2, -0.7, -0.2], [0.4, 0.4, -0.1], [-0.2, -0.3, 0.4], [1.2, 0.7, 0.0], [-0.3, 0.1, -0.2], [-0.3, 0.4, -0.3], [0.3, 0.0, 0.0], [0.2, -0.1, 0.0], [0.3, -0.3, 0.2], [-0.2, -0.1, 0.1], [-0.3, 0.0, 0.2], [-0.1, 0.4, 0.6], [0.0, -0.5, -0.2], [0.2, 0.0, -0.1], [0.0, 0.4, -0.1], [-0.2, 0.2, 0.0], [-0.2, -0.2, 0.2], [0.1, 0.1, -0.2], [0.1, 0.1, 0.3], [-0.2, -0.1, 0.2], [0.1, 0.0, -0.3], [0.1, -0.1, 0.0], [-0.1, 0.2, -0.1], [0.1, 0.2, -0.2], [0.1, -0.1, -0.1], [0.0, 0.0, 0.2], [-0.3, 0.4, -0.2], [-0.2, 0.0, -0.2], [-0.3, 0.2, -0.2], [-0.2, -0.1, -0.4], [0.5, 0.2, -0.2], [0.2, -0.2, 0.0], [0.2, -0.1, -0.1], [-0.3, -0.1, -0.1], [0.8, 0.2, 0.4], [-0.1, 0.1, 0.0], [0.2, -0.2, 0.2], [0.0, -0.1, -0.1], [0.1, -0.1, 0.0], [-0.2, 0.0, -0.1], [-0.1, 0.1, 0.2], [0.1, -0.1, 0.0], [-0.1, 0.1, 0.0], [0.1, 0.0, -0.1], [0.0, -0.1, 0.0], [0.0, 0.0, 0.0], [0.0, 0.0, 0.0], [0.0, 0.0, 0.0], [0.0, 0.1, 0.0], [0.0, 0.0, 0.0], [-0.4, 0.0, 0.3], [0.0, -0.1, 0.0], [-2.0, -0.7, -0.6], [0.0, 0.1, -0.2], [0.0, 0.0, 0.0], [0.1, -0.1, 0.0], [0.0, 0.0, 0.0], [0.2, -0.3, 0.3], [0.0, 0.0, -0.1], [0.0, 0.0, 0.0], [0.0, 0.0, 0.0], [0.0, 0.0, 0.0], [-0.1, -0.1, 0.0], [0.0, 0.0, 0.0], [0.0, 0.0, 0.0], [0.0, 0.0, 0.0], [0.0, 0.0, 0.0], [0.0, 0.0, -0.1], [0.0, 0.0, 0.0], [0.0, 0.0, 0.0], [0.1, -0.1, -0.2], [0.1, 0.0, 0.0], [-0.1, 0.0, 0.1], [0.1, 0.0, -0.1], [0.0, 0.0, 0.0]], "lowdin_charge": [-0.09, -0.25, -0.20, 0.11, -0.24, 0.10, -0.02, 0.04, -0.09, -0.17, -0.20, -0.17, -0.24, -0.20, -0.11, -0.21, -0.11, -0.24, -0.11, -0.20, -0.23, -0.23, 0.06, 0.07, 0.08, 0.05, 0.09, 0.11, 0.11, 0.00, 0.14, 0.12, 0.13, 0.12, 0.05, 0.12, 0.12, 0.13, 0.12, 0.11, 0.11, 0.03, 0.09, 0.09, 0.03, 0.12, 0.10, 0.10, 0.03, 0.13, 0.08, 0.13, -0.16, -1.60, 0.59, 0.60, 0.59, -0.04, -1.62, 0.53, 0.60, 0.59, -0.02, -1.63, 0.58, 0.56, 0.62, -0.03, -1.53, 0.66, 0.79, 0.59, -0.02, -1.61, 0.59, 0.67, 0.61, -0.03, -1.63, 0.56, 0.59, 0.58, -0.03, -1.65, 0.57, 0.59, 0.52, -0.03, -1.59, 0.63, 0.65, 0.68, -0.04], "gap_ev": 7.9, "total_charge": 1, "lumo_ev": -3.4, "total_energy_ev": -1719831.4730, "e_homo_ev": -11.358}

Number 2 is which compound?
C22H39BiN5S6Si2